Formula: C3H8N3O
Source: the OMol25 dataset
Level of theory: ωB97M-V/def2-TZVPD

CARTESIAN COORDINATES (ANGSTROEM)
C (0.7644, -0.1228, -1.0091)
C (-0.4223, 0.0275, -1.5321)
C (0.6367, -0.1781, 0.5367)
N (-0.7698, 0.4863, 0.6422)
N (1.5665, 0.6444, 1.1964)
N (-1.4439, 0.2632, -0.5460)
O (0.6353, -1.4620, 1.0646)
H (1.6484, -0.7294, -1.4808)
H (-0.6371, 0.1964, -2.6652)
H (-1.2356, 0.3151, 1.5249)
H (1.5949, 0.3984, 2.1785)
H (1.5649, 1.6514, 0.9974)
H (-2.0409, 1.1294, -0.7334)
H (-2.0499, -0.5395, -0.6324)
H (0.1884, -2.0802, 0.4582)

## Properties
* orbital gap: 10.197 eV
* highest occupied orbital energy: -0.5114 Ha
* ΔE to the lowest compared entry with this formula, charge and spin: 74.1 kcal/mol
* net charge: +1
* spin multiplicity: 1
* lowest unoccupied orbital energy: -3.720 eV
* structure (SMILES): N[C@]1(O)C=C[NH2+]N1